The following is a quantum chemistry calculation of 2 unconnected molecules or ions with the total composition C9H10ClN2PS, from the OMol25 dataset.

```
24
Properties=species:S:1:pos:R:3
C 3.0868 1.1102 -0.3387
C 2.1811 0.0698 -0.8991
C 2.8385 1.5473 1.0660
C 1.0061 -0.2598 -0.2423
C 1.6342 1.2507 1.6739
C 0.6626 0.4088 0.9898
C -2.3413 -1.0753 0.8325
C -3.1232 -2.3540 -1.2128
C -3.4032 -1.9746 0.2681
N -1.3728 -0.4729 1.1145
N -0.4848 0.1371 1.6886
P 1.9052 2.9717 -1.4679
S 0.0067 2.6073 -1.0469
Cl 2.5096 4.3143 -0.0909
H 4.0307 1.3147 -0.7246
H 2.3303 -0.4348 -1.9531
H 3.5892 2.1077 1.5945
H 0.4106 -0.9997 -0.6967
H 1.3967 1.5438 2.6428
H -3.3745 -1.5112 -1.9810
H -3.6499 -3.3531 -1.4130
H -2.0322 -2.4553 -1.0604
H -3.4031 -2.8504 0.9192
H -4.4034 -1.6423 0.3376
```

For the frontier orbital gap, the calculation gives 0.26671 Ha. Its LUMO energy is -0.373 eV. The calculation puts the calculated total energy at -1658.07608 a.u. The energy above the lowest of the compared OMol25 structures with the same formula, charge and spin comes out at 111.7 kJ/mol.

Here are the natural (NBO) charges for atoms 1 to 2, given in e:
1 C -0.360
2 C -0.141